[1]
# CH3NO2P

A gas-phase ion, CH3NO2P (charge -1) (ωB97M-V/def2-TZVPD, the OMol25 dataset).

The geometry in XYZ format:
```
8
Properties=species:S:1:pos:R:3
C 2.284 0.016 -0.038
N -0.712 0.317 0.250
O 2.008 1.223 -0.084
O 3.250 -0.724 -0.260
P 0.598 -0.898 0.586
H -1.241 0.587 1.123
H -0.189 1.190 -0.033
H 0.616 -1.453 -0.795
```

Properties
orbital gap: 7.90 eV
charge: -1
structure (SMILES): NPC(=O)[O-]
energy above the lowest of the compared OMol25 structures with the same formula, charge and spin: 0.000 eV

Taken from the Löwdin analysis, the atomic charges in e are:
1 C -0.946
2 N -0.358
3 O -0.159
4 O -0.133
5 P 0.723
6 H -0.015
7 H -0.009
8 H -0.104

=====

[2]
# C3H6N2O2

A single C3H6N2O2 molecule (ωB97M-V/def2-TZVPD, the OMol25 dataset).

The geometry in XYZ format:
```
13
Properties=species:S:1:pos:R:3
C -1.281 0.886 -0.840
N 0.807 0.615 1.040
C 1.338 -0.235 0.244
C -0.985 -0.291 0.005
O 2.645 -0.573 0.240
N -1.764 -1.033 0.593
O 0.534 -0.962 -0.476
H 2.764 -1.326 -0.352
H 1.433 1.180 1.597
H -1.411 -1.821 1.120
H -0.455 1.588 -0.876
H -1.483 0.558 -1.860
H -2.143 1.414 -0.436
```

Properties
orbital gap: 10.42 eV
structure (SMILES): [H]/N=C(/C)O/C(O)=N/[H]
energy above the lowest of the compared OMol25 structures with the same formula, charge and spin: 2.530 eV

Taken from the Löwdin analysis, the atomic charges in e are:
1 C -0.034
2 N 0.134
3 C -0.644
4 C -0.316
5 O 0.113
6 N 0.190
7 O 0.022
8 H 0.117
9 H 0.074
10 H 0.085
11 H 0.076
12 H 0.092
13 H 0.093

=====

[3]
# C18H24N2O5S

A single C18H24N2O5S molecule (ωB97M-V/def2-TZVPD, the OMol25 dataset).

The geometry in XYZ format:
```
50
Properties=species:S:1:pos:R:3
C 1.837 4.181 0.506
C 1.964 3.433 -0.814
H 1.002 3.420 -1.335
H 2.727 3.883 -1.453
O 2.400 2.086 -0.619
C 1.460 1.202 -0.259
O 0.303 1.505 -0.077
C 1.981 -0.153 -0.096
C 3.229 -0.565 0.332
N 3.223 -1.927 0.385
C 2.007 -2.408 -0.023
C 1.210 -1.330 -0.313
S -0.410 -1.339 -1.027
O -0.780 -2.691 -1.338
O -0.431 -0.395 -2.107
N -1.326 -0.805 0.268
C -2.714 -0.957 0.304
C -3.334 -2.173 0.048
C -4.712 -2.279 0.123
C -5.483 -1.183 0.468
C -4.875 0.032 0.734
C -3.498 0.155 0.651
O -2.838 1.333 0.942
C -3.132 2.433 0.096
C -2.778 2.162 -1.361
H -2.907 3.069 -1.947
H -3.419 1.384 -1.771
H -1.746 1.827 -1.440
H -2.521 3.246 0.494
H -4.192 2.711 0.183
H -5.471 0.892 1.006
H -6.558 -1.269 0.531
H -5.185 -3.226 -0.088
H -2.727 -3.016 -0.237
H -1.068 0.166 0.453
C 1.691 -3.856 -0.103
H 0.698 -3.958 -0.530
H 1.702 -4.316 0.885
H 2.403 -4.378 -0.741
C 4.348 -2.719 0.802
H 4.068 -3.768 0.826
H 5.183 -2.590 0.111
H 4.674 -2.418 1.800
C 4.418 0.225 0.738
H 4.213 1.281 0.606
H 4.673 0.038 1.782
H 5.281 -0.039 0.127
H 1.557 5.212 0.313
H 1.071 3.716 1.121
H 2.783 4.165 1.044
```

Properties
orbital gap: 8.55 eV
structure (SMILES): CCOC(=O)c1c(S(=O)(=O)Nc2ccccc2OCC)c(C)n(C)c1C
energy above the lowest of the compared OMol25 structures with the same formula, charge and spin: 1.116 eV

Taken from the Löwdin analysis, the atomic charges in e are:
1 C -0.058
2 C -0.204
3 H 0.124
4 H 0.125
5 O 0.003
6 C -0.422
7 O 0.086
8 C -0.057
9 C -0.196
10 N -0.052
11 C -0.226
12 C -0.159
13 S 0.708
14 O -0.298
15 O -0.264
16 N -0.030
17 C -0.214
18 C -0.019
19 C -0.085
20 C -0.092
21 C -0.014
22 C -0.230
23 O -0.074
24 C -0.234
25 C -0.054
26 H 0.078
27 H 0.082
28 H 0.051
29 H 0.121
30 H 0.112
31 H 0.116
32 H 0.099
33 H 0.101
34 H 0.099
35 H 0.083
36 C -0.013
37 H 0.062
38 H 0.092
39 H 0.090
40 C -0.002
41 H 0.086
42 H 0.103
43 H 0.099
44 C 0.000
45 H 0.074
46 H 0.088
47 H 0.090
48 H 0.078
49 H 0.073
50 H 0.076

=====

[4]
# C31H63BCrF4O22

A molecular structure, C31H63BCrF4O22 (ωB97M-V/def2-TZVPD, the OMol25 dataset).

The geometry in XYZ format:
```
122
Properties=species:S:1:pos:R:3
Cr -2.519 -0.757 -1.005
C -0.434 -4.626 -1.943
C -1.647 -4.035 -1.148
C -1.473 -4.246 0.370
O -2.180 -2.821 -1.574
H -0.535 -4.379 -3.000
H -0.275 -5.700 -1.851
H 0.521 -4.175 -1.673
H -2.359 -4.795 -1.472
H -2.396 -3.810 0.753
H -0.609 -3.617 0.586
H -1.284 -5.267 0.703
B 0.024 -0.129 -0.439
F 1.196 -0.780 -0.550
F 0.150 1.192 0.029
F -0.688 -0.069 -1.593
F -0.785 -0.747 0.448
C -6.802 -0.920 1.536
C -5.791 -2.025 1.891
O -4.714 -1.517 2.703
C -3.720 -0.786 2.137
O -3.441 -0.789 0.899
O -3.085 0.041 3.097
C -3.168 -0.209 4.457
H -6.996 -0.347 2.443
H -7.685 -1.410 1.126
H -6.312 -0.295 0.789
H -5.527 -2.653 1.040
H -6.314 -2.765 2.496
H -2.710 -1.177 4.662
H -4.124 -0.342 4.963
H -2.596 0.486 5.071
C 3.167 -2.023 8.178
C 2.206 -2.577 7.164
O 1.538 -1.513 6.375
C 2.034 -0.961 5.218
O 3.186 -1.063 4.816
O 0.981 -0.371 4.639
C 1.121 0.100 3.320
H 3.794 -1.254 7.726
H 3.766 -2.755 8.721
H 2.724 -1.461 9.000
H 1.439 -3.193 7.635
H 2.653 -3.302 6.483
H 1.224 -0.778 2.682
H 2.028 0.704 3.357
H 0.280 0.646 2.894
C 4.787 -6.901 2.588
C 4.392 -6.084 1.375
O 4.475 -4.713 1.647
C 5.543 -3.989 1.207
O 6.603 -4.316 0.751
O 5.303 -2.644 1.423
C 4.010 -2.079 1.371
H 4.490 -7.930 2.384
H 4.214 -6.628 3.474
H 5.856 -6.782 2.766
H 3.325 -6.214 1.193
H 4.947 -6.513 0.541
H 4.001 -0.995 1.486
H 3.430 -2.387 2.241
H 3.505 -2.291 0.428
C -0.987 3.628 1.395
C -2.218 2.678 1.391
O -3.047 3.207 0.368
C -3.458 2.390 -0.577
O -3.016 1.311 -0.975
O -4.635 2.790 -0.887
C -5.482 2.128 -1.789
H -0.544 3.869 0.429
H -0.352 3.109 2.113
H -1.254 4.597 1.816
H -2.788 2.692 2.320
H -2.033 1.649 1.083
H -6.444 2.637 -1.856
H -5.670 1.070 -1.611
H -5.054 2.184 -2.790
C 4.126 3.532 -0.515
C 3.130 2.469 -0.049
O 3.660 1.187 -0.103
C 4.000 0.608 -1.249
O 3.654 0.987 -2.369
O 4.855 -0.308 -0.888
C 5.379 -1.102 -1.934
H 5.013 3.454 0.113
H 3.597 4.475 -0.375
H 4.391 3.395 -1.563
H 2.209 2.651 -0.604
H 2.888 2.630 1.001
H 6.074 -1.867 -1.589
H 6.125 -0.536 -2.491
H 4.557 -1.469 -2.549
C 0.832 8.559 -3.983
C -0.220 7.427 -3.766
O 0.521 6.212 -3.723
C 0.112 5.144 -3.077
O -0.786 5.158 -2.247
O 0.810 4.136 -3.479
C 0.629 2.850 -2.966
H 0.126 9.315 -4.327
H 1.507 8.404 -4.825
H 1.310 8.902 -3.065
H -1.029 7.467 -4.495
H -0.710 7.564 -2.801
H 0.672 2.806 -1.877
H 1.263 2.128 -3.479
H -0.377 2.590 -3.295
C -4.278 1.313 -5.858
C -3.171 2.042 -4.968
O -1.961 1.249 -5.049
C -1.736 0.163 -4.373
O -2.470 -0.334 -3.544
O -0.605 -0.414 -4.828
C -0.076 -1.643 -4.297
H -3.760 0.995 -6.763
H -5.145 1.943 -6.051
H -4.599 0.359 -5.440
H -3.474 2.280 -3.949
H -3.079 3.023 -5.435
H 0.646 -2.150 -4.937
H -0.885 -2.314 -4.008
H 0.512 -1.484 -3.394
```

Properties
orbital gap (spin up / spin down): 7.66 / 7.76 eV
2S+1: 5

Atom charges from the Löwdin analysis, given in e for atoms 1 to 99:
1 Cr 0.957
2 C -0.067
3 C -0.584
4 C -0.053
5 O -0.303
6 H 0.054
7 H 0.067
8 H 0.061
9 H 0.103
10 H 0.059
11 H 0.069
12 H 0.073
13 B -1.461
14 F 0.224
15 F 0.133
16 F 0.133
17 F 0.158
18 C -0.040
19 C -0.193
20 O 0.027
21 C -0.348
22 O 0.016
23 O -0.009
24 C -0.080
25 H 0.087
26 H 0.087
27 H 0.063
28 H 0.129
29 H 0.122
30 H 0.102
31 H 0.095
32 H 0.105
33 C -0.079
34 C -0.183
35 O -0.004
36 C -0.541
37 O 0.114
38 O -0.015
39 C -0.025
40 H 0.079
41 H 0.079
42 H 0.073
43 H 0.115
44 H 0.119
45 H 0.102
46 H 0.103
47 H 0.086
48 C -0.068
49 C -0.246
50 O 0.016
51 C -0.522
52 O 0.141
53 O -0.018
54 C -0.068
55 H 0.077
56 H 0.076
57 H 0.083
58 H 0.124
59 H 0.129
60 H 0.087
61 H 0.081
62 H 0.097
63 C -0.028
64 C -0.167
65 O 0.069
66 C -0.542
67 O 0.045
68 O 0.059
69 C -0.012
70 H 0.073
71 H 0.069
72 H 0.077
73 H 0.127
74 H 0.096
75 H 0.106
76 H 0.101
77 H 0.077
78 C -0.049
79 C -0.237
80 O 0.028
81 C -0.597
82 O 0.110
83 O 0.007
84 C -0.028
85 H 0.081
86 H 0.079
87 H 0.076
88 H 0.090
89 H 0.126
90 H 0.095
91 H 0.097
92 H 0.106
93 C -0.052
94 C -0.196
95 O 0.033
96 C -0.628
97 O 0.101
98 O 0.038
99 C -0.011